Here is a molecular structure, C2H6O4S3 at a distorted geometry from the OMol25 dataset. Energies are from the ωB97M-V functional and the def2-TZVPD basis.

Values from the calculation:
gap between HOMO and LUMO: 0.3922 Ha

Atoms and positions in Å:
1 C -1.46184 0.84391 0.80934
2 C -1.30549 0.09501 -0.49391
3 O 1.07339 -0.39115 0.68987
4 O -0.74598 -2.00369 0.90671
5 O 0.59309 -1.94142 -1.09049
6 O 1.45555 1.02384 -1.31905
7 S 3.51590 1.17522 0.56996
8 S 2.17316 0.28157 -0.34641
9 S -0.08429 -1.20494 -0.06374
10 H -0.49426 1.39865 0.91387
11 H -2.42779 1.31513 0.93733
12 H -1.58792 0.08234 1.67824
13 H -0.90108 0.70171 -1.40149
14 H -2.35099 -0.47179 -0.70155
15 H 2.54856 -0.90438 -1.08868